[1]
Below is 2 unconnected molecules or ions with the total composition CH4N3PS, with properties calculated with wB97M-V/def2-TZVPD.

Calculated values
- Highest occupied orbital energy: -10.07 eV
- ΔE to the lowest compared entry with this formula, charge and spin: 42.0 kcal/mol
- Kohn-Sham gap: 8.592 eV
- Net charge: 0
- LUMO: -0.054 Ha
- 2S+1: 1

```
10
Properties=species:S:1:pos:R:3:forces:R:3
C 0.2570 -0.7920 -2.1582 -1.3 2.5 5.1
N 0.3903 -1.3591 -3.1282 0.5 -1.5 -2.7
N 0.1845 1.5738 0.3461 -2.6 0.6 -1.8
N 0.3554 -0.9433 1.1440 -0.1 3.2 -1.7
P -0.4975 0.1023 0.1864 -0.3 -1.1 0.6
S -2.3702 0.0540 0.6737 0.7 0.0 -1.2
H -0.5054 2.2569 -0.1105 2.1 -0.8 1.1
H 1.1024 1.8196 0.6502 0.4 0.2 -0.2
H -0.1922 -1.6270 1.5424 -1.0 -2.0 0.9
H 1.2757 -1.0852 0.8542 1.6 -1.0 -0.2
```
Positions in Å, forces in eV/Å.

[2]
Below is 6 unconnected molecules or ions with the total composition C26H53BrNO6, with properties calculated with wB97M-V/def2-TZVPD.

Calculated values
- Highest occupied orbital energy: -1.94 eV
- Kohn-Sham gap: 3.887 eV
- Net charge: -1
- LUMO: 0.072 Ha
- 2S+1: 1

```
87
Properties=species:S:1:pos:R:3:forces:R:3
C 2.4750 -3.0354 3.0862 0.3 0.2 -1.4
C 1.9621 -1.9325 2.0786 0.2 0.9 -0.7
C 3.0382 -1.2335 1.3373 -2.3 0.5 -0.5
C 2.7076 -0.2198 0.3488 -1.2 -1.4 1.3
C 1.2989 0.0875 0.0956 0.7 -1.2 1.4
C 0.2398 -0.5921 0.8454 2.1 0.0 0.0
C 0.5441 -1.6256 1.8555 1.7 0.6 -0.6
C -0.6126 -2.3716 2.6419 0.2 0.8 -1.2
C -1.7649 -2.6454 1.6018 0.0 -0.5 1.1
N -1.5085 -3.9909 0.9970 -0.6 1.0 0.0
C -3.1777 -2.8045 2.2938 -0.2 0.6 -1.5
C -3.5273 -1.6958 3.3258 0.7 -3.0 1.2
O -3.5245 -1.9786 4.4906 -0.2 1.0 -0.7
Br -3.9996 0.1663 2.8684 0.1 -0.1 -0.4
H 2.9811 -2.5906 3.9797 -0.7 -0.4 -0.6
H 3.2824 -3.5882 2.5158 -0.7 0.4 0.7
H 1.6962 -3.7946 3.3306 0.6 0.8 0.1
H 4.1055 -1.4981 1.5331 -1.2 0.3 -0.2
H 3.5581 0.2629 -0.1898 -1.0 -0.3 0.4
H 1.0745 0.8579 -0.6849 -0.1 -0.8 0.9
H -0.8068 -0.3051 0.6125 0.8 -0.6 0.4
H -0.8943 -1.6993 3.4963 0.1 -0.5 -0.6
H -0.1937 -3.3313 3.0864 -0.4 0.8 -0.3
H -1.1258 -4.6422 1.6961 0.2 0.0 -0.4
H -0.9157 -3.9109 0.1749 0.0 -0.2 0.5
H -3.3022 -3.8441 2.7403 -0.1 1.2 0.3
H -3.9490 -2.7451 1.4686 0.7 0.0 0.7
C -2.1502 2.7579 0.2095 0.2 0.0 0.2
C -1.9497 2.5614 -1.2850 -0.7 -0.1 0.3
C -2.9956 3.3228 -2.0863 0.1 0.1 -0.2
O -2.0283 1.1739 -1.5970 0.3 0.1 -0.2
H -3.1288 2.3834 0.5244 0.0 0.1 -0.1
H -1.4010 2.1981 0.7736 0.0 0.0 -0.1
H -2.0767 3.8141 0.4826 0.0 0.0 0.0
H -0.9501 2.8995 -1.5697 0.0 -0.2 0.0
H -4.0030 2.9671 -1.8498 0.0 0.1 0.1
H -2.8483 3.1654 -3.1574 0.0 0.0 0.0
H -2.9473 4.3957 -1.8804 0.0 0.0 0.0
H -2.9072 0.8607 -1.3488 0.1 0.0 0.1
C -6.6580 5.3736 -1.0057 0.3 0.0 0.2
C -6.4636 5.1787 -2.5015 -0.7 0.0 0.3
C -7.5084 5.9427 -3.3000 0.1 0.1 -0.2
O -6.5477 3.7899 -2.8146 0.3 -0.1 -0.2
H -7.6371 5.0012 -0.6890 0.0 0.1 -0.1
H -5.9081 4.8111 -0.4452 0.0 0.1 -0.1
H -6.5810 6.4282 -0.7313 0.0 0.0 0.0
H -5.4642 5.5140 -2.7883 0.0 -0.2 0.0
H -8.5163 5.5900 -3.0617 0.0 0.0 0.1
H -7.3635 5.7848 -4.3707 0.0 0.1 0.1
H -7.4569 7.0145 -3.0947 0.0 0.0 0.0
H -7.4272 3.4808 -2.5654 0.1 0.1 0.0
C -8.8176 5.1139 -8.3927 0.2 0.1 0.0
C -9.0598 4.4799 -7.0316 -0.5 0.0 -0.4
C -9.8796 3.2049 -7.1536 0.0 -0.2 0.2
O -9.7434 5.4070 -6.1893 0.2 0.1 0.3
H -9.7645 5.3875 -8.8685 0.0 -0.1 0.0
H -8.2372 6.0332 -8.2893 0.0 -0.1 0.0
H -8.2787 4.4332 -9.0554 0.0 0.0 0.0
H -8.1027 4.2566 -6.5550 -0.1 0.1 0.1
H -10.8623 3.4144 -7.5878 0.1 0.1 -0.1
H -10.0547 2.7664 -6.1690 0.1 0.0 0.0
H -9.3724 2.4673 -7.7792 -0.1 0.0 0.0
H -10.5919 5.6126 -6.6001 0.1 -0.1 0.0
C 7.2632 -2.4946 0.4432 -0.1 0.2 -0.2
C 7.1976 -2.0195 1.8868 0.1 -0.7 0.0
C 8.2531 -2.7032 2.7426 0.0 0.2 0.1
O 5.9033 -2.2933 2.4183 0.2 0.2 0.2
H 7.0780 -3.5712 0.3794 0.1 0.0 0.1
H 6.4936 -2.0043 -0.1570 0.1 0.0 0.1
H 8.2397 -2.2821 0.0012 0.0 0.0 0.0
H 7.3391 -0.9367 1.9237 -0.2 0.0 0.1
H 8.1028 -3.7855 2.7567 0.1 0.0 -0.1
H 8.1875 -2.3610 3.7781 0.0 0.1 -0.1
H 9.2589 -2.4968 2.3695 0.0 -0.1 0.0
H 5.7655 -3.2486 2.3906 0.0 0.1 0.0
C 11.5756 -6.6371 4.8821 0.1 -0.2 -0.2
C 11.3199 -5.2929 4.2176 -0.2 0.0 0.7
C 11.8873 -4.1500 5.0454 0.1 0.2 -0.1
O 9.9171 -5.1054 4.0467 0.0 0.0 -0.3
H 11.0938 -6.6837 5.8634 0.1 0.1 0.0
H 11.1542 -7.4470 4.2830 0.1 0.1 0.0
H 12.6454 -6.8176 5.0104 0.0 0.0 0.0
H 11.7698 -5.2841 3.2222 -0.2 0.0 0.0
H 11.4158 -4.1130 6.0321 0.0 -0.1 0.0
H 11.6876 -3.1911 4.5623 0.0 -0.1 0.0
H 12.9664 -4.2561 5.1787 0.0 0.0 0.0
H 9.5072 -5.1113 4.9205 0.1 0.0 -0.1
```
Positions in Å, forces in eV/Å.

[3]
Below is a single C3H7BO3 molecule, with properties calculated with wB97M-V/def2-TZVPD.

Calculated values
- Highest occupied orbital energy: -8.59 eV
- ΔE to the lowest compared entry with this formula, charge and spin: 52.2 kcal/mol
- SMILES string: C=C(OC)B(O)O
- Kohn-Sham gap: 8.941 eV
- Net charge: 0
- LUMO: 0.013 Ha
- 2S+1: 1

```
14
Properties=species:S:1:pos:R:3:forces:R:3
C -0.5804 0.9948 -0.8424 3.5 -4.1 3.5
C 0.1344 0.0460 -0.0216 -2.9 2.8 -2.4
O 0.1738 0.0831 1.3265 -0.1 0.6 -0.7
C -0.0929 1.3551 1.8542 -0.1 2.8 -2.6
B 0.4767 -1.2794 -0.7383 0.2 -1.0 0.4
O 0.6232 -2.4709 -0.0611 -0.4 -1.1 -0.2
O 0.5046 -1.2535 -2.0825 0.4 2.6 -0.1
H -1.2004 1.7663 -0.6097 -1.3 2.2 1.6
H -0.4540 0.9448 -1.8539 0.4 -0.8 -2.5
H 0.1108 1.2407 2.8331 1.2 0.0 3.4
H -1.1715 1.7089 1.8889 1.0 -0.6 -0.9
H 0.6161 2.2414 1.3609 -1.9 -2.4 1.1
H 0.5342 -3.3212 -0.5767 0.3 1.7 0.8
H 0.3255 -2.0561 -2.4775 -0.3 -2.6 -1.4
```
Positions in Å, forces in eV/Å.

[4]
Below is a molecular structure, C28H20FMnN6O4, with properties calculated with wB97M-V/def2-TZVPD.

Calculated values
- Highest occupied orbital energy (alpha / beta): -11.08 / -11.52 eV
- <S²>: 3.8040
- Kohn-Sham gap (alpha / beta): 7.061 / 6.024 eV
- Net charge: +1
- LUMO (alpha / beta): -0.148 / -0.202 Ha
- 2S+1: 4

```
60
Properties=species:S:1:pos:R:3:forces:R:3
Mn 0.8725 -1.9083 -1.4055 -0.3 -0.2 -0.8
O 1.7617 -5.8115 -1.2996 -0.1 0.0 0.0
C 1.6757 -4.6233 -1.4636 -0.1 0.1 0.0
N 0.5846 -3.7904 -1.2902 0.0 -0.3 0.1
C -0.6361 -4.2333 -0.8198 0.1 0.1 0.0
O -0.9780 -5.3412 -0.5000 0.0 -0.1 -0.1
C -1.6134 -3.0758 -0.7432 0.2 0.0 -0.1
C -2.9623 -3.2988 -0.5704 -0.2 -0.1 0.1
C -3.8203 -2.2124 -0.5819 0.0 0.0 0.0
C -3.2937 -0.9398 -0.7605 -0.1 0.0 0.0
C -1.9304 -0.8003 -0.9134 0.1 0.0 0.1
N -1.1035 -1.8475 -0.8993 0.1 0.0 0.0
C 2.8717 -3.8190 -1.9335 -0.2 0.1 0.0
C 4.0429 -4.4354 -2.3166 0.1 -0.1 0.0
C 5.0936 -3.6469 -2.7540 0.0 0.0 0.0
C 4.9326 -2.2690 -2.7943 0.1 0.0 0.0
C 3.7291 -1.7275 -2.3924 -0.1 0.0 0.0
N 2.7194 -2.4889 -1.9667 0.1 0.1 0.1
H -3.3032 -4.3182 -0.4458 0.0 0.0 0.0
H -4.8866 -2.3527 -0.4633 0.0 0.0 0.0
H -3.9293 -0.0647 -0.7883 0.0 0.0 0.0
H -1.4816 0.1748 -1.0490 0.0 0.0 0.0
H 4.0927 -5.5146 -2.2685 0.0 0.0 0.0
H 6.0271 -4.0986 -3.0638 0.0 0.0 0.0
H 5.7253 -1.6178 -3.1355 0.0 0.0 0.0
H 3.5566 -0.6597 -2.4153 0.0 0.0 0.0
C -5.4209 4.1035 1.7149 0.1 -0.1 0.0
O -4.5249 2.9927 1.8504 -0.2 0.1 0.0
C -3.2285 3.2473 2.0343 0.1 0.0 0.0
C -2.4181 2.1351 2.3215 0.0 0.0 0.0
C -1.0723 2.2980 2.5303 0.2 0.0 0.0
C -0.5006 3.5813 2.4495 0.0 -0.1 -0.1
C -1.3158 4.6805 2.2000 0.0 0.1 0.0
C -2.6676 4.5232 1.9686 0.0 0.1 0.0
N 0.8563 3.8969 2.6703 -0.1 0.1 0.0
N 1.7490 3.0602 2.6180 0.2 -0.2 0.0
C 1.8111 1.8327 2.0274 -0.2 0.1 0.0
C 2.2240 0.7177 2.7899 0.0 0.1 0.0
C 2.1410 -0.5566 2.2969 0.0 0.0 0.0
C 1.6864 -0.7678 0.9681 0.0 0.3 0.0
O 1.4764 -1.8975 0.4585 0.1 -0.2 0.4
C 1.4670 0.3978 0.1237 0.1 -0.2 0.2
N 1.1846 0.1065 -1.1584 0.0 0.0 0.1
C 0.9846 1.0958 -2.0067 0.0 0.0 -0.2
C 1.0541 2.4348 -1.6059 0.0 0.1 0.0
C 1.3207 2.7404 -0.2940 -0.1 0.1 0.1
C 1.5284 1.6904 0.6150 0.1 0.2 0.3
H -6.4172 3.6800 1.6861 0.0 0.0 0.0
H -5.2292 4.6488 0.7910 0.0 0.0 0.0
H -5.3327 4.7749 2.5689 0.0 0.0 0.0
H -2.8834 1.1593 2.3959 0.0 0.1 0.0
H -0.4774 1.4352 2.8047 0.0 0.1 0.0
H -0.8613 5.6637 2.1687 0.0 0.0 0.0
H -3.2772 5.3875 1.7469 0.0 0.0 0.0
H 2.5406 0.8887 3.8115 0.0 0.0 0.0
H 2.3839 -1.4132 2.9116 0.0 0.0 -0.1
H 0.7702 0.8058 -3.0281 -0.1 0.0 0.0
H 0.8967 3.2146 -2.3382 0.0 0.0 0.0
H 1.3823 3.7706 0.0344 0.0 0.0 0.0
F 0.4229 -1.6080 -3.0914 0.0 0.0 0.0
```
Positions in Å, forces in eV/Å.

[5]
Below is a single C6H8 molecule, with properties calculated with wB97M-V/def2-TZVPD.

Calculated values
- Highest occupied orbital energy: -9.34 eV
- ΔE to the lowest compared entry with this formula, charge and spin: 77.5 kcal/mol
- SMILES string: C=CCC1=CC1
- Kohn-Sham gap: 10.492 eV
- Net charge: 0
- LUMO: 0.042 Ha
- 2S+1: 1

```
14
Properties=species:S:1:pos:R:3:forces:R:3
C -0.5855 -0.9711 2.3106 -1.6 -0.9 1.1
C -0.9212 -0.3612 1.1891 0.8 2.0 -1.1
C 0.1112 0.5057 0.3930 -0.9 0.5 -1.1
C 0.5215 0.0977 -1.0518 -1.5 2.5 2.7
C 0.6906 -0.6578 -2.0408 0.0 -2.8 -3.3
C 0.6838 0.8251 -2.3977 0.3 0.8 0.2
H -1.3296 -1.6012 2.8985 1.0 1.1 -0.8
H 0.3621 -0.7820 2.7896 0.5 -0.5 -0.3
H -1.9471 -0.0878 0.8877 0.3 -1.3 0.0
H -0.4253 1.5398 0.1972 1.5 -1.7 0.8
H 1.0697 0.5490 0.9538 -0.7 0.5 -0.1
H 0.5908 -1.6957 -2.5226 0.4 1.9 1.0
H -0.1892 1.3240 -2.9126 0.6 -0.9 0.7
H 1.6048 1.4550 -2.5843 -0.7 -1.2 0.2
```
Positions in Å, forces in eV/Å.

[6]
Below is a molecular structure, C6H15N2S, with properties calculated with wB97M-V/def2-TZVPD.

Calculated values
- Highest occupied orbital energy: -13.56 eV
- ΔE to the lowest compared entry with this formula, charge and spin: 64.9 kcal/mol
- Kohn-Sham gap: 9.918 eV
- Net charge: +1
- LUMO: -0.134 Ha
- 2S+1: 1

```
24
Properties=species:S:1:pos:R:3:forces:R:3
C 2.7367 1.1822 0.8372 2.4 -2.7 3.9
C 2.4345 -0.1809 0.2680 1.4 0.6 -0.3
C -0.6451 0.1897 -1.2076 -0.7 -1.5 0.7
C -1.7585 1.8840 0.2828 0.2 -4.1 -1.2
C 0.1615 0.4511 1.1813 -2.6 -0.3 2.2
C -0.4649 1.1797 -0.0474 1.6 -1.0 -0.6
N 1.5981 0.3042 1.1087 -1.4 0.0 -0.5
N 1.0684 -3.3365 0.1764 3.0 -1.6 0.3
S 2.9670 -1.3723 -0.7524 0.3 0.7 -0.1
H 3.4539 1.2025 1.7721 -1.3 0.0 -2.0
H 2.7264 2.0902 0.3544 -0.6 1.6 -1.7
H -1.3165 -0.7052 -0.8595 1.1 1.5 -0.8
H -1.0806 0.6552 -2.0890 -0.3 0.1 0.1
H 0.3273 -0.1866 -1.5520 -0.2 -0.2 0.2
H -2.2531 2.1713 -0.5996 -0.7 0.2 -1.3
H -1.6419 2.7161 0.8145 0.4 3.1 2.8
H -2.3522 1.0828 0.7508 -0.3 0.7 0.2
H -0.1104 1.0233 2.1051 0.8 0.1 -0.7
H -0.3701 -0.5251 1.5283 1.1 1.1 -1.3
H 0.3748 1.8170 -0.3738 -0.6 0.5 0.1
H 1.7434 -4.1751 0.3002 -1.5 1.7 0.0
H 0.2856 -3.6844 -0.3141 -1.2 -0.3 -0.6
H 0.8254 -2.9821 1.0881 -0.3 -0.1 0.3
H 1.8600 -2.4309 -0.4169 -0.6 -0.2 0.3
```
Positions in Å, forces in eV/Å.